# C11H6N4S2

An isolated molecule of C11H6N4S2 (ωB97M-V with the def2-TZVPD basis set, OMol25).

Highest occupied orbital energy in eV: -7.72
E_LUMO in eV: -0.776
SMILES: S=c1c2[nH]c3ccccc3c2nc2scnn12
Calculated total energy in a.u.: -1438.096510

```
! RIJCOSX wB97M-V def2-TZVPD def2/J DEFGRID3
* xyz 0 1
S -3.38 -0.82 -0.87
C -2.24 -0.83 0.35
C -0.96 -0.30 0.10
N -0.42 0.42 -0.96
C 0.78 0.98 -0.53
C 1.49 2.04 -1.06
C 2.67 2.41 -0.33
C 3.12 1.71 0.92
C 2.28 0.59 1.34
C 1.15 0.32 0.66
C -0.04 -0.25 1.14
N -0.26 -0.69 2.43
C -1.50 -1.01 2.68
S -2.07 -1.62 4.24
C -3.70 -1.91 3.31
N -3.80 -1.37 2.09
N -2.60 -1.00 1.69
H -1.03 0.77 -1.85
H 0.94 2.54 -1.85
H 3.25 3.23 -0.79
H 4.02 2.12 1.34
H 2.28 0.07 2.26
H -4.49 -2.47 3.67
*
```

***

# C3H11N3O

A cluster of 2 separate species, C3H11N3O in total (ωB97M-V with the def2-TZVPD basis set, OMol25).

Highest occupied orbital energy (alpha / beta) in eV: -13.75 / -13.67
E_LUMO (alpha / beta) in eV: -3.070 / -8.633
Calculated total energy in a.u.: -360.058327

```
! RIJCOSX wB97M-V def2-TZVPD def2/J DEFGRID3
* xyz 1 2
N 1.04 -0.29 -2.66
C 0.06 0.08 -1.67
C -0.83 -1.15 -1.41
N -1.76 -0.92 -0.35
H 1.70 -0.99 -2.33
H 1.57 0.48 -3.02
H -0.51 0.90 -2.10
H 0.40 0.36 -0.66
H -1.37 -1.44 -2.33
H -0.20 -2.04 -1.22
H -2.25 -1.79 -0.11
H -1.31 -0.63 0.54
C 0.29 0.92 2.40
N 0.70 1.37 3.67
O -0.57 0.09 2.22
H 0.86 1.34 1.56
H 1.72 1.37 3.67
H 0.46 2.35 3.81
*
```

***

# C25H34N4O2S

An isolated molecule of C25H34N4O2S (ωB97M-V with the def2-TZVPD basis set, OMol25).

Highest occupied orbital energy in eV: -6.66
E_LUMO in eV: -0.419
Calculated total energy in a.u.: -1740.590084

```
! RIJCOSX wB97M-V def2-TZVPD def2/J DEFGRID3
* xyz 0 1
C 3.11 -1.82 -0.25
C 3.89 -1.34 -1.46
C 3.71 0.13 -1.70
C 2.21 0.68 -1.45
N 2.19 1.96 -1.76
C 3.22 2.76 -2.33
C 2.60 4.13 -2.61
C 1.10 4.04 -2.25
C 0.85 2.64 -1.67
C 1.12 0.11 -0.56
C 1.63 -1.45 -0.31
H 3.17 -2.92 -0.21
H 3.56 -1.44 0.66
H 4.95 -1.56 -1.33
H 3.58 -1.89 -2.36
H 4.43 0.69 -1.09
H 3.97 0.34 -2.75
H 4.08 2.84 -1.66
H 3.59 2.31 -3.26
H 3.09 4.89 -2.02
H 2.72 4.38 -3.66
H 0.83 4.78 -1.49
H 0.46 4.18 -3.12
H 0.11 2.07 -2.26
H 0.52 2.72 -0.63
H 1.17 0.80 0.26
H 1.17 -2.15 -1.10
H 1.12 -1.72 0.63
C -1.33 0.55 6.28
N -2.22 0.87 5.17
C -3.60 1.06 5.57
C -1.82 0.73 3.86
C -0.52 0.20 3.60
C -0.10 0.05 2.30
C -0.92 0.40 1.24
C -0.25 0.16 -0.32
C -0.94 -1.00 -0.94
C -1.01 -0.89 -2.36
O -0.52 0.05 -3.07
N -1.74 -1.91 -3.05
C -1.84 -1.81 -4.51
C -1.96 -3.17 -2.49
S -2.41 -4.50 -3.40
N -1.82 -3.19 -1.11
C -2.27 -4.39 -0.41
C -1.72 -2.00 -0.34
O -2.26 -1.97 0.76
C -2.21 0.95 1.47
C -2.63 1.11 2.78
H -0.35 1.01 6.14
H -1.78 0.93 7.21
H -1.19 -0.54 6.38
H -4.20 1.50 4.78
H -4.07 0.10 5.88
H -3.63 1.72 6.45
H 0.14 -0.11 4.38
H 0.90 -0.37 2.09
H -0.68 1.04 -0.88
H -2.78 -2.27 -4.81
H -1.79 -0.76 -4.78
H -1.02 -2.37 -4.99
H -1.98 -4.31 0.64
H -3.36 -4.49 -0.50
H -1.80 -5.26 -0.90
H -2.86 1.22 0.66
H -3.59 1.55 2.96
*
```

***

> Look up the calculated total energy of the first one.

-1438.096510 a.u.

***

> What is the formula in the first record?

C11H6N4S2

***

> What is the calculated total energy in the third record?

-1740.590084 a.u.